The following is a DFT calculation (ωB97M-V/def2-TZVPD) of the molecule C5H8N2 in a non-equilibrium geometry.

## Properties
Structure (SMILES): Cc1c[nH]c(N)c1
Energy above the lowest of the compared OMol25 structures with the same formula, charge and spin in eV: 2.626
Spin multiplicity: 1
Total energy in Ha: -304.73901
Largest force on an atom in hartree/bohr: 0.047
LUMO energy in eV: 0.96

Each line ends with the natural charge from an NBO analysis.
Positions of all 15 atoms, in Å:
C -2.350 -0.301 0.137  -0.635
C -0.904 0.064 0.015  -0.028
C -0.325 1.296 -0.046  -0.135
N 1.036 1.092 -0.007  -0.476
C 1.334 -0.225 0.001  0.351
N 2.714 -0.562 0.098  -0.856
C 0.127 -0.966 -0.034  -0.555
H -2.514 -1.367 -0.066  0.227
H -2.638 -0.136 1.182  0.226
H -3.008 0.294 -0.501  0.211
H -0.746 2.283 -0.140  0.210
H 1.740 1.811 -0.050  0.418
H 2.924 -0.931 1.026  0.379
H 2.940 -1.310 -0.551  0.377
H -0.329 -1.042 -1.064  0.284

=====

The following is a DFT calculation (ωB97M-V/def2-TZVPD) of a structure of composition C11H10BrNSZr in a non-equilibrium geometry.

## Properties
Energy above the lowest of the compared OMol25 structures with the same formula, charge and spin in eV: 1.197
Spin multiplicity: 1
Total energy in Ha: -3499.10867
Largest force on an atom in hartree/bohr: 0.058
LUMO energy (spin up / spin down) in eV: -2.11 / -2.11

Each line ends with the natural charge from an NBO analysis.
Positions of all 25 atoms, in Å:
C 2.302 0.818 0.287  -0.218
C 2.036 1.647 1.429  -0.453
C 1.535 0.788 2.501  -0.513
H 2.432 2.640 1.577  0.270
C 1.394 -0.543 1.910  -0.311
C 1.944 -0.510 0.600  -0.200
H 2.180 -1.395 0.001  0.262
H 2.803 1.168 -0.615  0.256
H 1.518 1.047 3.572  0.282
H 1.183 -1.443 2.498  0.262
Zr -0.288 1.309 1.315  1.841
Br -0.751 3.692 1.594  -0.327
C -2.285 -1.056 -2.409  -0.325
C -1.088 -1.862 -2.467  -0.256
C 0.038 -0.995 -2.605  -0.372
H -1.049 -2.946 -2.557  0.201
C -0.453 0.350 -2.519  -0.297
C -1.889 0.293 -2.420  -0.329
H -2.528 1.155 -2.225  0.204
H -3.301 -1.416 -2.294  0.207
H 1.084 -1.280 -2.757  0.200
H 0.166 1.237 -2.412  0.198
S -3.110 -2.094 2.912  0.080
C -2.286 -0.790 2.658  0.229
N -1.585 0.185 2.428  -0.892